{"formula": "CH3FO2", "method": "wB97M-V/def2-TZVPD", "fmax_ev_per_a": 3.897, "orbital_gap_ev": 12.494, "de_lowest_ev": 0.868, "smiles": "OC(O)F", "spin_multiplicity": 1, "species": ["H", "O", "F", "H", "O", "C", "H"], "coordinates": [[-0.312, 0.252, -1.514], [0.468, -1.258, -0.037], [-1.510, -0.050, 0.214], [0.316, 1.326, 0.881], [0.459, 1.045, -0.010], [-0.095, -0.088, -0.414], [0.675, -1.226, 0.881]]}

{"formula": "C2H4N2O3", "method": "wB97M-V/def2-TZVPD", "fmax_ev_per_a": 6.347, "orbital_gap_ev": [5.370, 7.642], "de_lowest_ev": 2.702, "spin_multiplicity": 3, "species": ["O", "C", "H", "O", "H", "H", "H", "N", "C", "N", "O"], "coordinates": [[-1.703, 3.150, 0.771], [-1.442, 2.898, 1.832], [-1.901, 0.771, 0.661], [1.785, -0.727, -0.852], [1.805, -0.147, 1.172], [-1.460, 0.172, -0.757], [1.259, -1.370, -1.252], [-1.146, 0.487, 0.129], [-0.058, 0.274, 0.834], [1.106, -0.280, 0.510], [-1.204, 2.707, 2.919]]}

{"formula": "C3H4BrFO", "method": "wB97M-V/def2-TZVPD", "fmax_ev_per_a": 3.561, "orbital_gap_ev": [7.342, 7.565], "de_lowest_ev": 5.395, "spin_multiplicity": 1, "species": ["O", "C", "C", "H", "F", "C", "H", "H", "Br", "H"], "coordinates": [[-0.397, 0.583, -1.801], [1.931, 0.096, -1.265], [-0.856, 0.952, 2.396], [-1.821, 0.548, 2.523], [2.542, -0.639, -2.255], [0.351, 0.179, -0.979], [2.069, 1.237, -1.340], [2.352, -0.174, -0.269], [0.268, 0.290, 1.184], [-1.090, 2.067, 2.321]]}

{"formula": "C8H11N2O", "method": "wB97M-V/def2-TZVPD", "fmax_ev_per_a": 4.928, "orbital_gap_ev": [5.724, 6.656], "de_lowest_ev": 0.188, "spin_multiplicity": 3, "total_charge": 1, "species": ["H", "H", "C", "H", "H", "H", "H", "C", "H", "N", "H", "C", "C", "C", "C", "C", "N", "H", "H", "O", "H", "C"], "coordinates": [[-3.907, 0.487, 0.464], [-2.326, -0.580, 2.097], [1.533, 0.738, 1.095], [4.247, 1.726, -0.447], [3.589, -0.201, -1.965], [3.122, 1.780, 1.884], [0.989, 1.012, 2.005], [2.824, 1.171, 1.003], [-1.153, -2.379, 1.022], [0.867, 0.061, 0.124], [-2.491, 1.366, 0.089], [-2.639, -0.542, -1.116], [-2.862, 0.296, 0.204], [2.951, 0.118, -1.158], [-1.554, -1.576, 0.502], [3.542, 1.009, -0.176], [-2.174, -0.627, 1.092], [-3.643, -1.002, -1.452], [1.189, -0.933, -1.796], [-1.741, -1.616, -0.744], [-2.073, 0.014, -1.764], [1.711, -0.320, -0.963]]}

{"formula": "C41H37Cl5IrP2", "method": "wB97M-V/def2-TZVPD", "fmax_ev_per_a": 5.221, "orbital_gap_ev": [4.699, 2.094], "spin_multiplicity": 6, "total_charge": 2, "species": ["P", "C", "H", "C", "H", "C", "C", "H", "H", "C", "H", "Cl", "H", "Cl", "H", "H", "Cl", "H", "C", "C", "C", "H", "C", "H", "H", "H", "C", "H", "C", "H", "C", "H", "H", "C", "C", "C", "C", "C", "H", "C", "P", "Ir", "C", "H", "C", "C", "C", "Cl", "H", "C", "C", "C", "H", "H", "C", "C", "C", "C", "H", "H", "Cl", "C", "C", "H", "H", "C", "C", "C", "H", "H", "C", "C", "C", "H", "H", "C", "C", "H", "H", "H", "H", "C", "H", "H", "C", "H"], "coordinates": [[-0.009, 0.171, -3.217], [-0.267, 0.061, 3.704], [0.027, -4.972, -5.761], [-0.229, -2.625, -3.288], [4.426, 2.923, -1.225], [0.052, -3.992, -5.276], [4.241, 2.839, -0.156], [4.515, -0.346, -4.657], [4.534, 4.588, 2.744], [-2.898, 1.900, -5.691], [-3.596, 3.950, -5.635], [0.104, 2.737, 3.628], [-0.449, -2.555, -2.225], [-0.373, -2.846, 0.907], [2.641, 2.551, -2.212], [5.030, -4.018, 3.913], [-0.318, 0.205, 5.409], [2.640, -3.137, -2.272], [4.687, -3.372, 3.100], [6.141, -2.123, -1.269], [3.733, -1.466, -3.016], [6.557, -0.036, -1.002], [3.614, -3.770, 2.289], [2.775, -1.004, -3.262], [-0.480, -4.762, -3.323], [4.731, -4.152, -3.613], [-2.086, 3.575, -4.139], [5.171, 4.724, 0.343], [-2.038, 0.945, -5.128], [3.288, 2.615, 3.620], [4.953, -1.344, 1.806], [-2.093, 4.592, -3.744], [0.642, -0.706, -5.984], [4.738, -3.798, -2.570], [0.385, -1.589, -5.391], [3.260, 1.618, 1.717], [4.633, 3.849, 0.721], [-0.133, 1.203, 2.901], [0.653, -2.938, -7.064], [5.312, -2.141, 2.896], [2.782, 0.543, -0.789], [4.245, -1.351, -1.073], [0.041, -1.453, -4.035], [5.390, -0.358, 1.650], [4.077, -1.895, 0.863], [2.308, 1.501, -2.215], [0.392, -2.844, -6.005], [0.042, 2.507, 0.537], [5.268, -1.930, -4.424], [6.037, -0.357, -3.134], [3.258, -2.979, 1.190], [-0.259, -1.294, 1.669], [-1.470, -0.750, -1.584], [-3.559, 1.619, -6.521], [3.590, 2.654, 2.569], [-1.175, 1.307, -4.076], [3.529, 1.727, 0.336], [-1.224, 2.626, -3.577], [-0.584, 2.914, -2.740], [6.093, -1.783, 3.573], [-0.339, -2.624, 4.049], [-0.303, -1.211, 3.088], [4.286, 3.770, 2.076], [6.697, -4.112, -1.740], [6.699, -3.044, -3.125], [-0.103, 1.064, 1.490], [-2.924, 3.208, -5.198], [6.153, -3.292, -2.212], [-1.124, 0.966, -1.316], [2.415, -3.211, 0.535], [1.583, 0.990, -3.276], [6.056, -0.742, -1.669], [-0.668, -0.001, -1.565], [-2.042, -0.081, -5.511], [6.996, -0.566, -3.641], [3.664, -2.764, -2.380], [-0.241, -3.875, -3.913], [1.923, 1.218, -4.297], [5.912, 0.737, -3.161], [6.607, -2.308, -0.299], [4.483, -4.654, -1.933], [-0.130, -0.175, 0.890], [2.738, 0.733, 2.093], [3.075, -4.693, 2.510], [4.890, -1.047, -3.894], [-0.009, -0.245, -0.603]]}

no.,total energy (eV)
1,-7897.389
2,-11254.724
3,-77977.806
4,-13489.897
5,-127121.621